#P
4 unconnected molecules or ions with the total composition CH9NO5. Source: the Open Molecules 2025 dataset; level of theory: wB97M-V/def2-TZVPD.

Summary:
HOMO level, eV: -10.197
LUMO level, Ha: 0.0064
SMILES: NC(=O)O.O.O.O

Element x y z (Å)
N -2.079 0.053 -0.395
C -1.100 -0.208 0.531
O -1.320 -0.257 1.712
O 0.148 -0.193 -0.027
H -1.851 -0.245 -1.331
H -2.978 0.298 -0.067
H 0.679 0.096 0.738
O 1.993 -0.641 2.143
H 2.905 -0.967 2.186
H 1.946 0.160 2.661
O 1.127 3.228 -0.543
H 1.390 2.707 0.207
H 1.559 2.836 -1.296
O -1.138 -2.507 -2.151
H -0.633 -2.105 -1.435
H -0.649 -2.257 -2.933

***

#Q
4 unconnected molecules or ions with the total composition CH9NO5. Source: the Open Molecules 2025 dataset; level of theory: wB97M-V/def2-TZVPD.

Summary:
HOMO level, eV: -10.425
LUMO level, Ha: 0.0026
SMILES: NC(=O)O.O.O.O

Element x y z (Å)
N 0.847 0.775 -2.410
C -0.358 0.600 -2.995
O -1.004 1.353 -3.697
O -0.904 -0.623 -2.632
H 1.207 0.061 -1.842
H 1.001 1.760 -2.234
H -1.497 -0.849 -3.481
O -0.180 -0.086 3.597
H -1.176 -0.108 3.434
H 0.015 0.292 4.448
O 0.436 -2.276 1.414
H -0.440 -2.352 0.925
H 0.452 -1.411 1.890
O 0.847 0.822 0.911
H 0.684 0.572 1.835
H 0.070 1.469 0.836

***

Of them, #Q has the lowest stability.

***

#P
2 unconnected molecules or ions with the total composition C3H5FN2. Source: the Open Molecules 2025 dataset; level of theory: wB97M-V/def2-TZVPD.

Summary:
HOMO level, eV: -8.589
LUMO level, Ha: 0.0388

Element x y z (Å)
C -1.066 1.580 -1.956
C 0.086 -0.535 0.642
C 0.894 0.124 1.509
N -1.184 1.785 -0.838
N 0.745 -1.090 -0.523
F 0.492 1.078 2.366
H 1.734 -1.222 -0.260
H -1.024 -0.337 0.618
H 1.900 0.042 1.429
H -1.557 1.689 0.092
H 0.260 -1.893 -0.895

***

#Q
A single C3H5FN2 molecule. Source: the Open Molecules 2025 dataset; level of theory: wB97M-V/def2-TZVPD.

Summary:
HOMO level, eV: -9.969
LUMO level, Ha: 0.0357
SMILES: F[C@@H]1N=CCN1

Element x y z (Å)
F 1.292 0.557 1.514
C 0.785 0.903 0.172
N -0.563 1.273 0.271
C -1.319 0.340 0.051
C -0.477 -0.883 -0.347
N 0.811 -0.232 -0.640
H 1.509 1.691 -0.093
H -2.376 0.360 0.263
H -0.381 -1.504 0.603
H -0.851 -1.687 -1.150
H 1.571 -0.817 -0.643

***

Of them, #P has the lowest stability.

***

#P
2 unconnected molecules or ions with the total composition CBrNO3. Source: the Open Molecules 2025 dataset; level of theory: wB97M-V/def2-TZVPD.

Summary:
HOMO level (spin up / spin down), eV: -9.771 / -9.771
LUMO level (spin up / spin down), Ha: -0.0875 / -0.0875

Element x y z (Å)
C 0.022 1.264 1.028
N 0.670 -1.616 0.061
O 0.717 1.640 0.152
O 0.436 -1.717 -1.068
O -0.662 0.997 1.903
Br -1.183 -0.567 -2.075

***

#Q
2 unconnected molecules or ions with the total composition CBrNO3. Source: the Open Molecules 2025 dataset; level of theory: wB97M-V/def2-TZVPD.

Summary:
HOMO level (spin up / spin down), eV: -10.497 / -10.634
LUMO level (spin up / spin down), Ha: -0.1421 / -0.1401

Element x y z (Å)
C 0.439 0.333 -0.066
N -0.647 -0.590 0.024
O -1.762 -0.290 0.400
O 0.016 2.278 -0.106
O -0.285 -1.732 -0.264
Br 2.238 0.001 0.012

***

Of them, #Q has the lowest stability.

***

#P
A gas-phase ion, CH3O2 (charge -1). Source: the Open Molecules 2025 dataset; level of theory: wB97M-V/def2-TZVPD.

Summary:
HOMO level, eV: -2.391
LUMO level, Ha: 0.1847
SMILES: [O-]CO
Net charge: -1

Element x y z (Å)
O -0.373 1.276 0.381
C -0.191 0.197 -0.310
O 0.713 -0.818 0.387
H -1.078 -0.462 -0.508
H 0.349 0.382 -1.263
H 0.580 -0.574 1.312

***

#Q
A gas-phase ion, CH3O2 (charge -1). Source: the Open Molecules 2025 dataset; level of theory: wB97M-V/def2-TZVPD.

Summary:
HOMO level, eV: -2.557
LUMO level, Ha: 0.1862
SMILES: [O-]CO
Net charge: -1

Element x y z (Å)
O 0.596 -0.811 -0.642
C 0.133 0.380 -0.430
O -0.616 0.398 0.971
H 0.867 1.213 -0.402
H -0.759 0.668 -1.051
H -0.681 -0.567 1.107

***

#R
A gas-phase ion, CH3O2 (charge -1). Source: the Open Molecules 2025 dataset; level of theory: wB97M-V/def2-TZVPD.

Summary:
HOMO level, eV: -2.300
LUMO level, Ha: 0.1842
SMILES: [O-]CO
Net charge: -1

Element x y z (Å)
O -0.576 -1.067 -0.220
C -0.215 -0.029 0.427
O 0.646 0.983 -0.282
H -1.128 0.620 0.608
H 0.468 -0.211 1.296
H 1.393 0.441 -0.451

***

Of them, #R has the lowest stability.

***

#P
9 unconnected molecules or ions with the total composition C44H115N9O13. Source: the Open Molecules 2025 dataset; level of theory: wB97M-V/def2-TZVPD.

Summary:
HOMO level, eV: -8.622
LUMO level, Ha: 0.0219
SMILES: COC[C@H](C)N.COC[C@H](C)N.COC[C@H](C)N.COC[C@H](C)N.COC[C@H](C)N.COCCNCCOC.COCCNCCOC.COCCNCCOC.COCCNCCOC

Element x y z (Å)
C 1.668 -5.596 -5.029
O 0.852 -4.559 -4.621
C -0.049 -4.179 -5.634
C -0.995 -3.089 -5.156
C -1.847 -3.635 -4.040
N -1.898 -2.693 -6.265
H 2.275 -5.861 -4.159
H 2.393 -5.353 -5.812
H 1.108 -6.499 -5.294
H 0.472 -3.853 -6.549
H -0.689 -5.029 -5.944
H -0.418 -2.211 -4.861
H -1.281 -4.186 -3.295
H -2.626 -4.309 -4.427
H -2.466 -2.876 -3.557
H -1.331 -2.297 -7.015
H -2.294 -3.553 -6.650
C 0.729 0.376 5.233
O 0.031 0.641 6.444
C 0.849 1.275 7.400
C 0.133 1.431 8.733
C -0.834 2.570 8.825
N 1.178 1.646 9.793
H 1.431 -0.462 5.305
H 1.283 1.268 4.902
H -0.018 0.142 4.475
H 1.756 0.667 7.563
H 1.239 2.242 7.027
H -0.372 0.480 8.947
H -0.340 3.491 8.499
H -1.241 2.694 9.822
H -1.637 2.440 8.094
H 0.921 1.103 10.616
H 2.070 1.234 9.537
C 1.037 -2.215 -1.906
O 0.930 -1.014 -1.186
C -0.063 -0.169 -1.723
C -0.355 1.006 -0.855
C -0.845 0.567 0.535
N -1.349 1.907 -1.505
H 1.143 -2.007 -2.989
H 0.106 -2.807 -1.874
H 1.913 -2.780 -1.604
H 0.153 0.129 -2.760
H -0.997 -0.760 -1.818
H 0.575 1.552 -0.652
H -1.394 1.330 1.079
H -0.012 0.242 1.165
H -1.456 -0.343 0.438
H -2.322 1.633 -1.245
H -1.313 2.733 -0.892
C 0.303 -6.341 -2.039
O 1.331 -6.559 -1.107
C 1.389 -5.694 -0.011
C 2.845 -5.621 0.363
C 3.498 -6.988 0.406
N 3.025 -4.934 1.661
H -0.699 -6.378 -1.582
H 0.352 -7.080 -2.837
H 0.407 -5.375 -2.539
H 1.017 -4.684 -0.217
H 0.803 -6.095 0.833
H 3.353 -5.022 -0.401
H 4.535 -6.963 0.746
H 3.494 -7.518 -0.546
H 2.945 -7.608 1.126
H 4.013 -4.686 1.752
H 2.980 -5.669 2.376
C 3.156 3.127 2.128
O 2.889 1.817 2.574
C 3.141 0.857 1.568
C 2.820 -0.528 2.085
C 3.640 -0.890 3.318
N 3.189 -1.519 1.044
H 2.570 3.346 1.225
H 4.215 3.313 1.923
H 2.806 3.772 2.933
H 2.488 1.060 0.699
H 4.186 0.897 1.227
H 1.758 -0.608 2.353
H 3.428 -0.286 4.199
H 4.708 -0.772 3.104
H 3.480 -1.945 3.554
H 2.565 -1.311 0.237
H 2.947 -2.468 1.320
C 1.867 3.135 -7.119
O 1.808 2.267 -6.052
C 3.048 2.030 -5.413
C 2.793 1.163 -4.188
N 4.043 0.968 -3.482
C 3.892 0.086 -2.342
C 5.171 -0.170 -1.644
O 6.025 -0.884 -2.508
C 7.187 -1.292 -1.854
H 2.253 4.122 -6.809
H 0.875 3.299 -7.530
H 2.555 2.769 -7.895
H 3.486 2.986 -5.079
H 3.740 1.544 -6.123
H 2.421 0.192 -4.577
H 2.012 1.654 -3.607
H 4.748 0.615 -4.117
H 3.490 -0.893 -2.675
H 3.160 0.490 -1.644
H 4.994 -0.770 -0.737
H 5.645 0.765 -1.301
H 6.935 -1.916 -0.981
H 7.766 -0.439 -1.478
H 7.760 -1.897 -2.549
C -0.135 -3.027 2.773
O 0.102 -2.687 4.106
C -1.023 -2.924 4.915
C -0.631 -2.765 6.344
N -1.703 -3.177 7.217
C -1.277 -3.137 8.627
C -2.376 -3.658 9.549
O -2.082 -3.216 10.855
C -3.082 -3.590 11.777
H 0.741 -2.795 2.165
H -0.974 -2.458 2.341
H -0.303 -4.109 2.657
H -1.427 -3.918 4.678
H -1.819 -2.204 4.651
H -0.395 -1.705 6.538
H 0.289 -3.304 6.571
H -2.524 -2.598 7.093
H -1.109 -2.088 8.926
H -0.379 -3.736 8.753
H -2.450 -4.753 9.493
H -3.338 -3.261 9.174
H -4.014 -3.055 11.556
H -2.725 -3.389 12.783
H -3.301 -4.668 11.733
C -3.517 -2.407 -1.020
O -4.179 -1.212 -0.724
C -4.366 -0.467 -1.893
C -5.086 0.803 -1.509
N -4.325 1.546 -0.487
C -5.055 2.685 0.050
C -4.234 3.336 1.112
O -4.285 2.485 2.219
C -3.382 2.886 3.208
H -3.606 -3.066 -0.159
H -2.467 -2.260 -1.307
H -3.976 -2.912 -1.884
H -4.999 -1.003 -2.612
H -3.398 -0.237 -2.361
H -6.066 0.464 -1.113
H -5.240 1.470 -2.362
H -4.061 0.882 0.240
H -6.016 2.382 0.495
H -5.239 3.359 -0.792
H -4.625 4.319 1.408
H -3.213 3.501 0.738
H -3.728 2.473 4.152
H -3.281 3.968 3.335
H -2.412 2.428 3.005
C -4.218 8.236 -8.804
O -3.440 8.005 -7.646
C -3.206 9.190 -6.883
C -2.397 8.779 -5.699
N -1.075 8.326 -6.139
C -0.374 7.558 -5.094
C -0.978 6.178 -4.825
O -0.088 5.441 -4.043
C -0.311 4.043 -4.150
H -4.719 7.321 -9.120
H -3.562 8.525 -9.644
H -4.973 9.021 -8.675
H -4.187 9.568 -6.574
H -2.633 9.918 -7.469
H -2.910 8.029 -5.090
H -2.223 9.653 -5.060
H -1.231 7.632 -6.874
H -0.390 8.136 -4.167
H 0.660 7.362 -5.380
H -1.177 5.688 -5.792
H -1.944 6.249 -4.305
H -1.130 3.775 -3.483
H 0.605 3.553 -3.819
H -0.455 3.683 -5.173

***

#Q
9 unconnected molecules or ions with the total composition C44H115N9O13. Source: the Open Molecules 2025 dataset; level of theory: wB97M-V/def2-TZVPD.

Summary:
HOMO level, eV: -8.482
LUMO level, Ha: 0.0181
SMILES: COC[C@H](C)N.COC[C@H](C)N.COC[C@H](C)N.COC[C@H](C)N.COC[C@H](C)N.COCCNCCOC.COCCNCCOC.COCCNCCOC.COCCNCCOC

Element x y z (Å)
C -5.346 -5.028 1.443
O -5.472 -6.472 1.446
C -5.997 -6.981 2.660
C -6.349 -8.481 2.601
C -7.372 -8.693 1.640
N -6.915 -8.991 3.835
H -4.984 -4.571 0.523
H -4.700 -4.836 2.300
H -6.293 -4.604 1.778
H -5.209 -6.994 3.413
H -6.807 -6.403 3.104
H -5.598 -9.221 2.323
H -7.235 -7.984 0.823
H -8.311 -8.296 2.025
H -7.557 -9.671 1.196
H -7.789 -8.581 4.133
H -6.265 -8.827 4.590
C 1.265 11.600 6.555
O 0.180 11.425 5.647
C -0.646 10.297 5.996
C -1.691 9.987 4.949
C -2.581 11.186 4.646
N -2.645 8.999 5.382
H 1.020 11.636 7.617
H 1.934 12.449 6.414
H 1.956 10.757 6.569
H -0.031 9.415 6.170
H -1.065 10.299 7.003
H -1.327 9.674 3.971
H -3.494 11.279 5.234
H -3.005 11.160 3.642
H -1.966 12.085 4.618
H -2.986 9.130 6.323
H -3.384 8.825 4.716
C 6.586 2.332 2.228
O 6.466 3.490 3.082
C 7.578 4.348 2.823
C 7.546 5.561 3.773
C 6.328 6.559 3.484
N 8.713 6.397 3.618
H 7.363 1.679 2.626
H 6.681 2.643 1.188
H 5.695 1.706 2.275
H 8.513 3.789 2.850
H 7.622 4.694 1.790
H 7.468 5.244 4.813
H 5.372 6.059 3.636
H 6.416 6.957 2.473
H 6.440 7.360 4.216
H 8.780 6.908 4.486
H 9.498 5.766 3.550
C -5.471 -0.879 7.300
O -4.215 -0.219 7.338
C -3.914 0.560 6.184
C -4.214 2.093 6.474
C -3.728 2.688 7.764
N -5.642 2.252 6.435
H -6.327 -0.388 6.837
H -5.847 -1.078 8.303
H -5.299 -1.775 6.703
H -2.886 0.302 5.928
H -4.598 0.415 5.348
H -3.914 2.653 5.589
H -2.642 2.782 7.761
H -4.218 2.199 8.605
H -4.154 3.692 7.778
H -6.033 1.604 7.104
H -5.831 3.139 6.880
C 6.458 -9.764 4.371
O 6.234 -8.902 5.531
C 5.796 -9.564 6.686
C 7.034 -10.023 7.373
C 6.686 -10.662 8.700
N 7.767 -8.861 7.830
H 7.139 -10.607 4.485
H 7.077 -9.061 3.813
H 5.596 -10.093 3.791
H 5.234 -8.886 7.329
H 5.042 -10.330 6.502
H 7.599 -10.734 6.769
H 7.593 -10.879 9.263
H 6.091 -11.572 8.626
H 6.064 -10.056 9.359
H 8.695 -9.137 8.117
H 7.931 -8.568 6.878
C 3.487 6.282 -6.447
O 3.100 6.633 -7.762
C 4.180 7.121 -8.490
C 3.734 8.060 -9.606
N 4.756 8.520 -10.520
C 4.155 9.305 -11.530
C 5.109 9.886 -12.547
O 5.613 8.810 -13.296
C 6.606 9.226 -14.256
H 2.545 6.525 -5.955
H 4.198 6.970 -5.991
H 3.763 5.235 -6.318
H 4.756 6.351 -9.002
H 4.778 7.754 -7.834
H 3.361 8.956 -9.109
H 2.841 7.642 -10.072
H 5.313 7.765 -10.894
H 3.575 10.148 -11.154
H 3.480 8.765 -12.194
H 5.836 10.503 -12.020
H 4.620 10.670 -13.125
H 7.522 9.548 -13.761
H 6.157 9.968 -14.915
H 6.974 8.422 -14.894
C -2.679 -7.949 -3.855
O -1.478 -8.633 -4.071
C -0.645 -8.990 -2.961
C -1.126 -10.117 -2.037
N -1.055 -11.453 -2.639
C 0.267 -11.894 -3.098
C 0.257 -13.452 -3.434
O 1.448 -13.634 -4.187
C 1.782 -14.953 -4.400
H -2.280 -6.966 -3.606
H -3.430 -8.324 -3.160
H -3.222 -7.664 -4.757
H -0.365 -8.102 -2.395
H 0.323 -9.277 -3.372
H -2.143 -9.893 -1.717
H -0.374 -10.143 -1.248
H -1.804 -11.600 -3.301
H 0.992 -11.700 -2.307
H 0.682 -11.341 -3.941
H -0.597 -13.677 -4.073
H 0.280 -13.993 -2.488
H 0.886 -15.474 -4.737
H 2.421 -15.276 -3.577
H 2.470 -15.085 -5.235
C -2.672 2.857 -6.430
O -3.636 2.396 -5.455
C -4.871 3.040 -5.625
C -5.759 2.909 -4.294
N -5.291 3.757 -3.171
C -5.733 5.098 -3.379
C -7.132 5.460 -2.950
O -8.010 6.043 -3.943
C -8.814 5.189 -4.755
H -2.997 2.617 -7.443
H -1.853 2.158 -6.257
H -2.566 3.899 -6.129
H -5.306 2.351 -6.348
H -5.004 4.039 -6.040
H -5.691 1.889 -3.918
H -6.814 3.125 -4.464
H -4.293 3.626 -3.251
H -5.690 5.459 -4.406
H -5.079 5.771 -2.825
H -6.994 6.288 -2.255
H -7.612 4.637 -2.421
H -9.282 5.711 -5.590
H -9.562 4.694 -4.136
H -8.130 4.486 -5.230
C 0.318 3.005 1.387
O -0.427 1.882 0.943
C -0.227 1.374 -0.379
C -0.979 0.008 -0.534
N -0.249 -1.179 -0.148
C 0.029 -1.115 1.243
C 0.963 -2.360 1.640
O 0.327 -3.641 1.735
C 1.172 -4.729 1.848
H 1.336 2.624 1.477
H -0.041 3.378 2.346
H 0.194 3.812 0.665
H 0.854 1.251 -0.449
H -0.493 2.118 -1.131
H -1.202 -0.119 -1.593
H -1.925 0.087 0.000
H -0.665 -2.028 -0.503
H -0.775 -0.968 1.964
H 0.691 -0.275 1.452
H 1.382 -2.101 2.612
H 1.822 -2.409 0.972
H 0.547 -5.618 1.770
H 1.754 -4.718 2.770
H 1.811 -4.654 0.968

***

Of them, #Q has the lowest stability.

***

#P
A single C5H8ClFO molecule. Source: the Open Molecules 2025 dataset; level of theory: wB97M-V/def2-TZVPD.

Summary:
HOMO level, eV: -9.191
LUMO level, Ha: 0.0270
SMILES: CC/C(F)=C(\Cl)CO

Element x y z (Å)
C -1.547 -1.375 -1.348
C -0.136 -1.536 -0.683
C 0.497 -0.208 -0.357
F 1.077 0.324 -1.430
C 0.350 0.549 0.773
Cl -0.531 0.141 2.161
C 1.273 1.676 0.995
O 0.675 2.901 1.313
H -2.235 -1.123 -0.486
H -1.896 -2.348 -1.748
H -1.653 -0.561 -2.095
H 0.633 -2.204 -1.152
H -0.422 -2.093 0.215
H 1.733 1.880 0.040
H 2.073 1.312 1.753
H 0.109 2.667 2.049

***

#Q
A single C5H8ClFO molecule. Source: the Open Molecules 2025 dataset; level of theory: wB97M-V/def2-TZVPD.

Summary:
HOMO level, eV: -10.339
LUMO level, Ha: 0.0272
SMILES: O[C@@H]1[C@H](F)CC[C@@H]1Cl

Element x y z (Å)
O -0.170 0.710 1.418
C -0.577 0.558 0.074
C -1.478 -0.591 -0.158
F -2.585 -0.419 0.743
C -0.559 -1.739 0.007
C 0.932 -1.306 -0.146
C 0.657 0.140 -0.749
Cl 1.940 1.269 -0.656
H -1.050 1.054 1.855
H -0.953 1.579 -0.306
H -1.848 -0.461 -1.163
H -0.704 -2.179 1.008
H -0.822 -2.529 -0.646
H 1.444 -1.525 0.913
H 1.459 -1.904 -0.875
H 0.263 0.112 -1.844

***

Of them, #P has the lowest stability.